w:
This record from the OMol25 dataset describes a cluster of 2 separate species, C5H14O in total. The level of theory is ωB97M-V/def2-TZVPD.

Charge: 0
E_LUMO, eV: 0.91
Structure (SMILES): CC(C)O.CC
Frontier orbital gap, eV: 11.16

Each atom is followed by the atoms it is bonded to, with distances in Å.
CARTESIAN COORDINATES (ANGSTROEM)
1 C 1.054 -0.318 -0.603  C2 1.514, C3 1.504, O4 1.428, H5 1.091
2 C 2.509 -0.200 -0.199  C1 1.514, H6 1.093, H11 1.087, H12 1.089
3 C 0.897 -0.508 -2.087  C1 1.504, H7 1.091, H8 1.092, H9 1.097
4 O 0.509 -1.397 0.157  C1 1.428, H10 0.959
5 H 0.546 0.587 -0.268  C1 1.091
6 H 2.870 0.821 -0.353  C2 1.093
7 H 1.335 -1.461 -2.386  C3 1.091
8 H -0.141 -0.432 -2.416  C3 1.092
9 H 1.477 0.259 -2.615  C3 1.097
10 H -0.299 -1.760 -0.210  O4 0.959
11 H 3.127 -0.873 -0.788  C2 1.087
12 H 2.633 -0.488 0.844  C2 1.089
13 C -1.766 1.170 1.889  C14 1.520, H15 1.087, H16 1.091, H17 1.087
14 C -2.847 1.080 0.824  C13 1.520, H18 1.089, H19 1.095, H20 1.091
15 H -0.810 0.825 1.501  C13 1.087
16 H -1.595 2.172 2.287  C13 1.091
17 H -2.000 0.544 2.746  C13 1.087
18 H -3.742 1.637 1.100  C14 1.089
19 H -3.143 0.037 0.674  C14 1.095
20 H -2.515 1.427 -0.156  C14 1.091

=====

x:
This record from the OMol25 dataset describes a cluster of 2 separate species, C5H14O in total. The level of theory is ωB97M-V/def2-TZVPD.

Charge: 0
E_LUMO, eV: 0.83
Structure (SMILES): CCC.CCO
Frontier orbital gap, eV: 11.02

Each atom is followed by the atoms it is bonded to, with distances in Å.
CARTESIAN COORDINATES (ANGSTROEM)
1 C 0.205 -0.546 -1.438  C2 1.531, C3 1.486, H4 1.162, H5 1.092
2 C 0.134 0.882 -1.985  C1 1.531, H6 1.122, H7 1.174, H10 1.055
3 C -0.793 -1.643 -1.532  C1 1.486, H8 1.167, H9 1.115, H11 1.153
4 H 0.677 -0.584 -0.376  C1 1.162
5 H 1.085 -0.801 -2.033  C1 1.092
6 H -0.036 1.527 -1.082  C2 1.122
7 H 1.127 1.382 -2.361  C2 1.174
8 H -1.429 -1.504 -2.501  C3 1.167
9 H -1.556 -1.526 -0.727  C3 1.115
10 H -0.640 0.799 -2.697  C2 1.055
11 H -0.434 -2.739 -1.510  C3 1.153
12 C 0.658 0.715 1.691  C13 1.520, O14 1.497, H15 1.126, H16 1.074
13 C -0.344 -0.379 2.026  C12 1.520, H17 1.127, H19 1.098, H20 1.007
14 O 0.438 1.558 2.908  C12 1.497, H18 1.025
15 H 1.757 0.479 1.742  C12 1.126
16 H 0.489 1.453 0.929  C12 1.074
17 H -1.373 -0.113 1.651  C13 1.127
18 H 0.466 2.490 2.481  O14 1.025
19 H -0.431 -0.179 3.102  C13 1.098
20 H 0.001 -1.271 1.710  C13 1.007

=====

y:
This record from the OMol25 dataset describes a cluster of 2 separate species, C5H14O in total. The level of theory is ωB97M-V/def2-TZVPD.

Charge: 0
E_LUMO, eV: 0.69
Structure (SMILES): CCCCC.O
Frontier orbital gap, eV: 11.78

Each atom is followed by the atoms it is bonded to, with distances in Å.
CARTESIAN COORDINATES (ANGSTROEM)
1 C 0.812 0.576 -1.330  C2 1.498, H6 1.087, H7 1.102, H8 1.103
2 C 0.202 -0.767 -1.067  C1 1.498, C3 1.519, H9 1.098, H10 1.097
3 C -1.313 -0.863 -1.009  C2 1.519, C4 1.548, H11 1.098, H12 1.090
4 C -1.999 0.138 -0.048  C3 1.548, C5 1.533, H13 1.096, H14 1.090
5 C -1.328 0.184 1.330  C4 1.533, H15 1.082, H16 1.092, H17 1.094
6 H 1.895 0.554 -1.240  C1 1.087
7 H 0.485 1.476 -0.785  C1 1.102
8 H 0.475 0.925 -2.321  C1 1.103
9 H 0.653 -1.225 -0.177  C2 1.098
10 H 0.573 -1.329 -1.932  C2 1.097
11 H -1.616 -0.621 -2.036  C3 1.098
12 H -1.649 -1.877 -0.796  C3 1.090
13 H -1.836 1.129 -0.486  C4 1.096
14 H -3.088 0.095 -0.023  C4 1.090
15 H -1.240 -0.693 1.956  C5 1.082
16 H -0.308 0.517 1.129  C5 1.092
17 H -1.713 0.996 1.953  C5 1.094
18 H 3.613 -0.326 2.792  O20 0.951
19 H 3.444 0.609 1.638  O20 0.957
20 O 3.937 0.501 2.451  H18 0.951, H19 0.957

=====

Question: which arrangement is favored energetically? Ranking from most to least stable: w, y, x.